(1)
# C6H14OSi

An isolated molecule of C6H14OSi (the ωB97M-V functional and the def2-TZVPD basis, the OMol25 dataset).

Last column: Mulliken charge in e.
CARTESIAN COORDINATES (ANGSTROEM)
Si -0.52598 0.73050 0.23064  0.52
O -0.54175 -0.46718 1.42795  -0.52
C -0.35830 -0.19040 -1.41472  -0.74
C -2.03225 1.87057 0.23110  -1.06
C 1.01172 1.73357 0.54146  -1.08
C 0.45190 -2.14800 -0.01792  -0.62
C 0.76100 -1.18653 -1.19555  -0.60
C 0.47478 -1.40008 1.33491  -0.24
H -0.49690 -2.60768 -0.19673  0.32
H 1.39738 -0.78743 1.37009  0.18
H -1.99188 2.56802 1.05454  0.32
H 0.94738 -1.75490 -2.12346  0.34
H 1.19533 -2.97224 -0.03587  0.34
H 1.39383 2.09767 -0.41014  0.32
H -0.20679 0.53730 -2.20540  0.39
H -2.92389 1.23411 0.34509  0.25
H 0.45782 -2.06561 2.22346  0.29
H 1.81721 1.16806 1.00134  0.33
H 1.69084 -0.62155 -1.06173  0.27
H 0.81562 2.56510 1.20434  0.35
H -1.31195 -0.69915 -1.58230  0.31
H -2.02511 2.39582 -0.72111  0.32

Cartesian forces (eV/Å) of the 2 atoms listed first:
-0.181 -0.065 0.161
-1.824 1.237 -0.410

The energy above the lowest of the compared OMol25 structures with the same formula, charge and spin comes out at 0.00 kcal/mol. The value obtained for the frontier orbital gap is 10.32 eV. As for the structure (SMILES): C[Si]1(C)CCCCO1. Its HOMO energy is -9.36 eV. The spin multiplicity is 1. For the maximum force, the calculation gives 2.24 eV/Å.

(2)
# C6H14Si

A cluster of 2 separate species, C6H14Si in total (the ωB97M-V functional and the def2-TZVPD basis, the OMol25 dataset).

Last column: Löwdin spin population.
CARTESIAN COORDINATES (ANGSTROEM)
Si -0.88991 -0.36875 -0.53254  0.10
C -1.02433 2.35541 -0.71188  0.82
C -0.52652 1.29341 -1.36073  0.74
C 0.68544 1.30350 -2.24506  0.12
C -0.17698 -2.31432 1.56734  0.00
C 0.85861 0.04133 1.65470  0.00
C 0.33115 -1.08306 0.76687  0.03
H 1.51862 1.57804 -1.57237  0.04
H -0.45459 -3.18114 0.94181  0.00
H -1.06569 -2.17042 2.30949  0.00
H -2.26303 -0.56217 -0.17401  0.00
H -0.95413 3.31104 -1.09358  0.06
H 0.67698 -2.78388 2.06041  0.00
H 0.86668 0.35993 -2.78698  0.00
H 1.27976 -1.55986 0.26884  0.00
H 1.36528 -0.31377 2.50270  0.00
H -0.84979 -1.55092 -2.05660  0.01
H -1.69956 2.17025 0.18746  0.04
H 1.75873 0.62003 1.08849  0.00
H 0.01665 0.67137 2.11430  0.00
H 0.54663 2.18400 -2.92866  0.02

Cartesian forces (eV/Å) of the 2 atoms listed first:
1.161 -2.432 -4.046
-3.488 4.596 5.396

The energy above the lowest of the compared OMol25 structures with the same formula, charge and spin comes out at 46.12 kcal/mol. The value obtained for the frontier orbital gap (alpha / beta) is 6.63 / 7.07 eV. The expectation value of S² is 2.01. Its HOMO energy (alpha / beta) is -5.79 / -9.43 eV. The spin multiplicity is 3. For the maximum force, the calculation gives 9.60 eV/Å.

(3)
# C6H15B

A cluster of 2 separate species, C6H15B in total (the ωB97M-V functional and the def2-TZVPD basis, the OMol25 dataset).

Last column: Mulliken charge in e.
CARTESIAN COORDINATES (ANGSTROEM)
C 1.36384 -0.63716 0.05460  0.77
C 2.20494 -1.40179 1.06545  -1.63
C -1.14184 1.12033 -1.31885  -1.60
C -0.83202 1.25812 0.16554  0.89
C -2.10398 1.66156 0.90279  -1.72
C 0.91207 -1.60466 -1.05570  -1.54
B 0.01656 -0.04291 0.59920  -0.16
H 2.65682 -0.81449 1.88764  0.33
H -1.13147 -0.95055 1.53762  -0.10
H 0.27274 -1.19789 -1.81402  0.36
H 1.63645 -1.98512 -1.70009  0.45
H 2.95439 -1.87397 0.56355  0.49
H -1.75612 1.84150 -1.67338  0.51
H 2.07935 0.20829 -0.32679  0.15
H -0.21300 1.21458 -1.85053  0.35
H -0.16558 2.20629 0.14788  0.05
H -1.43641 0.08009 -1.40561  0.33
H -2.00611 1.82534 1.94962  0.40
H -2.83136 0.96759 0.70652  0.47
H 1.52933 -2.12883 1.41841  0.39
H -2.45828 2.65429 0.70728  0.44
H 0.44969 -2.40060 -0.56112  0.37

Cartesian forces (eV/Å) of the 2 atoms listed first:
1.317 2.273 -0.451
-1.493 1.709 1.044

The energy above the lowest of the compared OMol25 structures with the same formula, charge and spin comes out at 69.20 kcal/mol. The value obtained for the frontier orbital gap is 9.90 eV. Its HOMO energy is -9.32 eV. The spin multiplicity is 1. For the maximum force, the calculation gives 4.11 eV/Å.

(4)
# C6H15BNO5

A cluster of 2 separate species, C6H15BNO5 in total (the ωB97M-V functional and the def2-TZVPD basis, the OMol25 dataset).

Last column: Mulliken charge in e.
CARTESIAN COORDINATES (ANGSTROEM)
O 0.54876 1.58558 2.10032  -0.53
O 1.47674 -1.65958 -1.63014  -0.87
O -0.56488 -0.37382 1.12985  -0.35
O 1.76540 -4.06876 1.10518  -0.92
O -1.01701 0.29813 3.36193  -0.56
N 0.46410 0.66299 -0.80706  0.08
C 0.10449 2.03204 -1.31634  -0.59
C 1.22378 -3.08521 0.38146  0.56
C 2.06259 -2.70269 -0.92631  -0.54
C -1.97446 0.96341 -0.53551  -0.83
C -0.75240 0.12221 -0.13042  0.15
C -1.31888 2.37466 -0.77009  -0.46
B -0.34686 0.51620 2.16540  0.65
H -2.38136 0.55081 -1.46315  0.38
H -1.28303 2.78809 0.24130  0.10
H 2.18274 -3.65969 -1.47867  0.21
H 3.09427 -2.51601 -0.55371  0.19
H 0.18111 -3.26803 -0.00651  -0.02
H 0.13102 2.04211 -2.40243  0.37
H -2.75234 0.92623 0.22677  0.34
H 0.76657 2.74685 -0.82463  0.28
H 1.27496 0.71986 -0.19095  0.35
H 1.12333 -2.07948 0.88056  -0.41
H -1.96319 0.41635 3.24980  0.29
H -1.86918 3.02740 -1.44829  0.45
H -0.90724 -0.81182 -0.69540  0.01
H 0.62235 0.02830 -1.60719  0.39
H 0.10865 2.42390 1.94426  0.28

Cartesian forces (eV/Å) of the 2 atoms listed first:
-0.021 -0.242 -0.934
-0.095 1.099 -0.537

The net charge is -1. The value obtained for the frontier orbital gap is 2.47 eV. Its HOMO energy is -0.81 eV. The spin multiplicity is 1. For the maximum force, the calculation gives 4.51 eV/Å.

(5)
# C6H15BO

An isolated molecule of C6H15BO (the ωB97M-V functional and the def2-TZVPD basis, the OMol25 dataset).

Last column: Mulliken charge in e.
CARTESIAN COORDINATES (ANGSTROEM)
O 0.93913 -1.28360 -1.74480  -0.66
C 0.05001 -2.35593 1.15389  -0.96
C -0.95028 0.68152 -1.57690  -1.81
C -1.07450 1.13352 0.84026  -1.47
C -0.15178 0.88520 -0.39091  1.74
C 0.61500 2.15558 -0.59406  -1.85
C 1.10891 -1.16663 1.06771  -0.44
B 0.73523 -0.38502 -0.12784  0.12
H -0.42086 0.43466 -2.54207  0.28
H -1.78146 1.97381 0.71338  0.41
H -1.59594 0.17397 0.95900  0.32
H -1.46638 -0.24604 -1.26738  0.41
H 0.99098 -0.74728 2.03957  0.42
H 0.22877 -3.14424 0.52881  0.37
H -0.02379 3.01123 -0.87062  0.36
H 1.50924 2.02279 -1.22171  0.37
H -1.00179 -2.03315 0.83283  0.23
H 2.05555 -1.72200 0.87966  0.27
H -1.50083 1.60547 -1.64746  0.52
H 1.28264 -2.04447 -1.34890  0.20
H -0.63395 1.42462 1.77295  0.37
H -0.03535 -2.73697 2.20354  0.30
H 1.12144 2.36296 0.34108  0.49

Cartesian forces (eV/Å) of the 2 atoms listed first:
-1.032 3.994 3.744
-2.323 2.268 1.534

The energy above the lowest of the compared OMol25 structures with the same formula, charge and spin comes out at 49.49 kcal/mol. The value obtained for the frontier orbital gap is 10.92 eV. As for the structure (SMILES): CCB(O)C(C)(C)C. Its HOMO energy is -10.31 eV. The spin multiplicity is 1. For the maximum force, the calculation gives 5.57 eV/Å.

(6)
# C6H15BO2

An isolated molecule of C6H15BO2 (the ωB97M-V functional and the def2-TZVPD basis, the OMol25 dataset).

Last column: Löwdin spin population.
CARTESIAN COORDINATES (ANGSTROEM)
O 1.23724 -1.14513 1.51246  0.23
O 2.22460 1.14372 1.60780  0.21
C 0.36196 -0.38991 -1.27813  0.12
C 0.21895 0.52076 -0.09373  0.43
C -2.33610 0.24510 0.14988  0.06
C -0.28565 1.96806 -0.61677  0.02
C -0.98265 0.08062 0.71381  0.15
C 0.65098 -1.88280 -1.10454  0.03
B 1.33168 0.16984 1.06955  0.53
H 1.94106 -1.66305 1.90294  0.03
H -2.97542 -0.58440 0.62657  0.01
H 1.11277 -2.13748 -2.00617  0.00
H -1.24798 1.89926 -0.99627  0.01
H -0.31542 -0.15572 -2.08789  0.04
H -0.79056 0.64868 1.70356  0.04
H -2.74730 1.19599 0.38691  0.00
H 0.40608 2.25474 -1.34246  0.00
H 1.45148 -2.11413 -0.29857  0.01
H -0.92526 -0.90768 1.13838  0.00
H -0.26313 2.70970 0.21836  0.00
H 2.95173 0.68999 2.14511  0.02
H -0.09048 -2.60929 -0.85228  0.00
H 1.37097 -0.16268 -1.64120  0.03
H -2.29955 0.22581 -0.85731  0.01

Cartesian forces (eV/Å) of the 2 atoms listed first:
-1.037 -0.498 0.825
0.967 -0.315 0.752

The energy above the lowest of the compared OMol25 structures with the same formula, charge and spin comes out at 71.94 kcal/mol. The value obtained for the frontier orbital gap (alpha / beta) is 3.51 / 6.23 eV. The expectation value of S² is 2.00. Its HOMO energy (alpha / beta) is -2.91 / -10.31 eV. The spin multiplicity is 3. For the maximum force, the calculation gives 5.73 eV/Å.